Entry 1:
42
Properties=species:S:1:pos:R:3:forces:R:3:mulliken_charge:R:1 method="wB97M-V/def2-TZVPD" spin_multiplicity=1 energy_ha=-2147.2070 relative_energy_kcal_mol=4.2 charge=+1 orbital_gap_ev="7.272 / 7.272" max_force_ev_per_a=0.69
Os 0.24064 0.16871 -0.50719 0.117 0.565 0.375 1.46
Cl -2.53007 -3.53245 5.10686 0.016 0.024 -0.028 -0.17
C -1.82198 -2.45074 3.96867 0.020 0.047 0.084 0.11
C -1.21130 -1.27270 4.41976 -0.037 -0.054 0.030 -0.52
C -0.64038 -0.39163 3.53112 0.046 0.078 -0.022 -0.48
C -0.65118 -0.66390 2.16359 -0.015 -0.004 0.070 0.44
O -0.06452 0.24415 1.36039 -0.086 -0.157 -0.099 -0.77
C -1.26376 -1.84323 1.70587 -0.054 -0.081 0.090 0.84
C -1.34851 -2.17461 0.32500 0.001 -0.018 -0.197 0.06
O -0.89777 -1.50383 -0.62493 -0.051 -0.071 0.088 -0.51
C -1.85172 -2.73298 2.62931 0.025 0.023 -0.084 -1.04
H -1.18995 -1.06218 5.48059 -0.004 -0.008 -0.001 0.44
H -0.16016 0.51470 3.87447 -0.004 -0.005 -0.002 0.49
H -1.87162 -3.09307 0.05014 0.003 -0.003 -0.007 0.41
H -2.32382 -3.64007 2.27445 0.003 0.004 -0.012 0.42
O 1.62764 1.81521 -0.81123 -0.128 -0.171 0.048 -0.55
S 1.92873 0.96360 -2.03356 -0.011 -0.184 0.107 1.27
O 3.01876 1.33273 -2.83739 -0.050 -0.117 -0.081 -0.55
O 1.95528 -0.42793 -1.31041 0.165 0.212 -0.372 -0.50
O 0.55673 0.77808 -2.65487 0.098 -0.007 0.095 -0.57
C -1.22955 3.16695 -3.89141 0.002 0.001 0.015 -1.09
C -0.79195 3.56692 -2.48701 0.011 -0.004 -0.025 -0.69
Sb -1.35861 2.17556 -0.99883 -0.049 -0.076 -0.067 0.28
C -3.31992 1.50518 -1.45604 0.023 0.002 -0.030 -0.68
C -4.31420 2.66288 -1.51789 0.005 -0.017 0.007 -1.12
C -1.47538 3.23747 0.83384 -0.004 -0.029 0.019 -0.63
C -0.12001 3.76604 1.29320 -0.003 -0.002 -0.010 -1.16
H -0.95010 3.95320 -4.59261 -0.001 0.001 0.000 0.39
H -2.31028 3.03780 -3.96092 -0.005 0.001 -0.005 0.27
H -0.74781 2.24546 -4.21082 0.001 -0.002 0.006 0.28
H -1.25886 4.49941 -2.16115 0.012 0.012 -0.010 0.57
H 0.28680 3.68527 -2.40104 0.005 -0.009 -0.001 0.46
H -3.58429 0.78137 -0.68414 -0.016 -0.007 -0.011 0.46
H -3.24703 0.96760 -2.40180 -0.025 0.000 -0.003 0.43
H -4.39800 3.17698 -0.55990 -0.001 -0.001 0.002 0.32
H -5.30480 2.28796 -1.77519 -0.001 0.008 -0.002 0.40
H -4.03765 3.39898 -2.27358 0.004 0.001 -0.006 0.28
H -1.90870 2.54520 1.55655 -0.020 0.029 0.022 0.36
H -2.19499 4.03986 0.66035 0.004 0.014 0.022 0.59
H 0.58134 2.95480 1.48367 0.000 -0.004 -0.007 0.26
H -0.24135 4.33469 2.21522 0.005 0.002 -0.002 0.40
H 0.33090 4.42769 0.55337 -0.001 0.008 0.000 0.35


Entry 2:
35
Properties=species:S:1:pos:R:3:forces:R:3:mulliken_charge:R:1 method="wB97M-V/def2-TZVPD" spin_multiplicity=1 energy_ha=-670.6791 relative_energy_kcal_mol=239.8 smiles=Cn1c(CCCCCN)nc2ccccc21 orbital_gap_ev=8.822 max_force_ev_per_a=14.20
C 0.52830 2.53963 -1.77543 -3.034 -1.759 -3.499 -1.04
N 0.58909 1.15506 -1.35506 2.639 0.507 -1.427 0.15
C -0.11959 0.37450 -0.37764 1.659 6.894 -4.611 0.67
N 0.31017 -0.75034 -0.33856 1.070 -6.394 0.083 -0.50
C 1.23558 -0.85276 -1.36695 4.582 -6.871 2.285 -0.07
C 2.23837 -1.97384 -1.53196 -2.168 -0.324 1.699 -0.16
C 3.31236 -1.78184 -2.46509 -4.637 -10.354 8.546 -0.85
C 3.31488 -0.84290 -3.23649 3.167 9.329 -7.828 -0.02
C 2.58988 0.28620 -3.00576 -3.461 -2.372 3.976 -1.15
C 1.58055 0.29074 -1.94497 -0.756 2.325 -1.949 0.94
H 2.89083 1.09025 -3.43588 1.288 5.338 -2.923 0.47
H 4.18533 -0.86707 -4.00727 -1.880 0.603 0.888 0.24
H 3.65543 -2.69284 -2.78591 2.020 -2.132 -0.147 0.36
H 2.06029 -3.04990 -0.88389 0.662 3.398 -2.076 0.23
C -1.21033 1.06679 0.15729 4.651 1.455 9.173 -1.25
H -1.74029 1.56651 -0.45286 -4.623 2.655 -4.646 0.77
H -0.75648 2.13876 0.79769 -0.716 -2.735 -1.623 0.23
C -1.71837 0.21191 1.21922 -5.405 -5.298 0.969 -0.31
C -2.98958 0.68502 2.08349 7.260 9.331 -4.106 -0.51
C -3.56347 -0.16824 2.96183 -8.589 -1.674 -1.500 -0.48
C -2.87872 -0.81747 3.95212 1.318 -2.575 7.512 -0.85
N -2.10035 0.13626 5.03833 -9.591 -5.988 4.062 -0.66
H -1.57779 0.70932 4.62119 5.449 5.627 -4.756 0.26
H -2.88567 0.75509 5.46055 1.760 -1.339 -0.708 0.25
H -3.59860 -1.73735 4.50615 2.045 3.186 -1.124 0.24
H -2.06154 -1.36237 3.69434 2.262 -1.775 -1.448 0.45
H -4.12488 -0.81946 2.23206 0.690 -0.965 0.811 0.35
H -4.53578 0.19626 3.39634 0.895 0.688 -0.056 0.34
H -3.48906 1.33376 1.30423 -0.872 -1.342 1.109 0.26
H -2.47237 1.67659 2.67329 -1.121 -2.228 -0.941 0.21
H -1.03151 -0.37948 1.90022 -0.137 1.258 -1.258 0.24
H -2.25671 -0.74368 0.54637 1.482 2.090 1.834 0.18
H 1.24792 2.73517 -2.56904 0.241 -0.242 0.254 0.28
H 0.58458 3.27811 -1.07981 0.385 1.775 2.512 0.40
H -0.48805 2.70320 -2.32905 1.459 -0.091 0.917 0.32


Entry 3:
43
Properties=species:S:1:pos:R:3:forces:R:3:mulliken_charge:R:1 method="wB97M-V/def2-TZVPD" spin_multiplicity=1 energy_ha=-1918.7198 relative_energy_kcal_mol=79.9 smiles="CCCS(=O)(=O)N1CCN(S(=O)(=O)c2ccccc2[N+](=O)[O-])CC1" orbital_gap_ev=9.126 max_force_ev_per_a=1.54
C -4.33367 -2.27555 1.60626 0.161 0.107 0.062 -1.51
H -4.59695 -3.14016 1.00106 -0.049 -0.118 -0.054 0.37
H -5.04192 -1.47613 1.40742 -0.140 -0.034 0.033 0.34
H -4.40617 -2.55367 2.65472 -0.075 -0.049 0.085 0.40
C -2.92319 -1.80001 1.28035 -0.146 -0.106 0.153 -0.17
C -2.78964 -1.39784 -0.17526 -0.217 0.697 0.057 -0.11
H -1.75788 -1.38437 -0.51264 -0.062 -0.019 -0.167 -0.40
H -3.36735 -2.04384 -0.83131 -0.029 -0.039 -0.109 0.65
S -3.45594 0.27414 -0.47975 0.055 0.386 -0.353 1.34
O -4.30693 0.67740 0.60241 0.165 -0.150 0.339 -0.69
O -3.98646 0.28801 -1.81091 0.240 -0.199 -0.226 -0.77
N -2.19360 1.36161 -0.48496 -0.715 -0.747 0.074 0.08
C -1.28798 1.35214 -1.61175 0.138 -0.007 -0.552 -0.91
H -1.51749 2.19387 -2.27685 0.090 -0.130 -0.020 0.34
C 0.17043 1.44959 -1.14204 -0.187 0.225 -0.502 -0.95
N 0.38818 0.70992 0.07975 -0.124 -1.514 -0.282 0.32
S 0.78710 -0.89186 -0.11482 0.482 0.471 0.048 1.39
O 0.39668 -1.63638 1.04146 0.059 0.135 0.252 -0.69
O 0.36969 -1.37339 -1.40057 0.148 0.135 -0.161 -0.66
C 2.58508 -0.81204 -0.16534 -0.750 0.281 0.088 0.64
C 3.25792 -1.91899 -0.65179 0.094 -0.024 -0.026 -0.75
C 4.64011 -1.90799 -0.73952 -0.153 -0.018 0.028 -0.78
C 5.34736 -0.78021 -0.35224 -0.131 0.066 0.047 -0.52
C 4.67791 0.33243 0.12805 -0.207 0.104 0.063 -0.48
C 3.29183 0.30820 0.22896 0.581 -0.715 -0.334 -0.17
N 2.64383 1.49819 0.75744 0.369 0.584 0.370 1.16
O 2.60204 2.46455 0.02395 0.068 0.137 0.016 -0.63
O 2.31238 1.48078 1.92336 0.196 -0.017 0.100 -0.64
H 5.21914 1.21751 0.42611 0.014 0.088 0.026 0.45
H 6.42348 -0.76227 -0.42640 0.087 0.016 -0.001 0.39
H 5.16308 -2.77292 -1.11601 0.029 -0.082 -0.039 0.41
H 2.67530 -2.77020 -0.96540 0.010 -0.157 -0.089 0.49
C -0.43684 1.08443 1.21612 -0.164 0.153 0.725 -0.41
H -0.70516 0.16060 1.73055 -0.135 0.224 0.086 0.41
C -1.67650 1.86569 0.75572 0.161 0.006 0.365 -1.15
H -1.42515 2.92409 0.62665 -0.084 -0.060 0.043 0.35
H -2.48144 1.78489 1.48585 0.204 0.178 0.135 0.49
H 0.16957 1.68928 1.90524 -0.238 -0.081 -0.095 0.28
H 0.83300 1.03140 -1.90053 -0.049 0.287 -0.112 0.47
H 0.45999 2.48965 -0.95996 0.001 -0.169 -0.038 0.56
H -1.44715 0.42658 -2.16856 0.150 0.121 -0.101 0.43
H -2.19404 -2.58279 1.50240 0.026 0.099 -0.044 0.48
H -2.68828 -0.93952 1.90897 0.126 -0.067 0.107 0.15


Entry 4:
44
Properties=species:S:1:pos:R:3:forces:R:3:mulliken_charge:R:1 method="wB97M-V/def2-TZVPD" spin_multiplicity=1 energy_ha=-1602.0560 relative_energy_kcal_mol=21.1 orbital_gap_ev=6.353 max_force_ev_per_a=0.24
Zr 0.87076 -0.07213 0.93624 0.128 -0.127 -0.166 0.93
C 0.24183 -1.26236 3.80603 0.005 -0.012 -0.023 -0.81
O -0.26817 -0.96857 2.51034 0.037 -0.094 -0.026 -0.09
C -0.67480 0.45831 2.24203 -0.007 -0.016 -0.017 -0.64
C -1.81248 0.28160 1.23054 -0.105 -0.028 0.131 -0.34
H 1.18419 -1.80270 3.70118 -0.001 -0.015 0.024 0.26
H -0.48385 -1.88892 4.32644 0.002 0.015 0.025 0.27
H 0.38580 -0.33309 4.35637 0.025 0.016 -0.027 0.33
H -2.39742 1.19909 1.15607 0.035 0.027 -0.026 0.19
H -2.48018 -0.52703 1.53792 -0.031 0.038 0.024 0.32
H -1.52392 0.02488 0.17923 -0.003 0.003 0.025 0.03
C -1.57000 -3.34234 -3.33453 0.002 0.003 0.005 -0.92
N -0.69718 -3.12610 -2.19052 0.041 -0.009 -0.003 0.14
C 0.00128 -4.14435 -1.61810 -0.036 0.020 -0.029 0.28
C 0.81679 -3.96168 -0.56327 0.050 -0.007 0.046 -1.25
C 0.92961 -2.62257 -0.05855 -0.011 0.045 -0.041 1.15
O 1.63486 -2.27279 0.92383 -0.008 0.060 0.008 -0.66
N 0.23097 -1.62342 -0.64826 0.051 0.166 0.041 -0.10
C -0.59659 -1.81137 -1.71040 -0.052 -0.030 0.004 0.20
O -1.24187 -0.92716 -2.24872 0.026 -0.003 0.014 -0.73
H -1.55521 -4.39924 -3.58983 0.002 -0.002 0.003 0.29
H -1.22980 -2.75343 -4.18439 -0.006 0.000 0.000 0.30
H -2.58598 -3.03555 -3.09452 -0.004 0.003 -0.003 0.30
H -0.14621 -5.11705 -2.06865 -0.001 0.003 -0.001 0.30
H 1.36421 -4.77180 -0.11030 0.003 0.009 0.006 0.45
C -1.44806 2.45287 -2.39032 -0.034 0.010 0.044 -0.84
C -1.64621 3.31616 -1.14603 -0.014 0.035 -0.033 -0.37
C -0.49003 3.22388 -0.20449 0.084 -0.093 0.046 0.18
N 0.13968 2.14087 0.07881 -0.002 -0.017 -0.111 0.02
N 1.14469 2.29257 0.98084 0.075 -0.052 0.054 -0.23
C 1.27748 3.50021 1.41814 -0.075 0.016 -0.071 0.32
N 2.14859 3.84983 2.39637 0.019 0.005 0.031 -0.45
S 0.14618 4.58556 0.67551 -0.010 0.036 0.015 -0.25
H -2.32550 2.52308 -3.03268 0.001 0.014 0.000 0.36
H -1.30745 1.40641 -2.12411 0.016 0.006 -0.031 0.04
H -0.57923 2.78851 -2.95698 0.016 -0.020 0.000 0.32
H -2.54082 2.99524 -0.60509 0.005 0.004 0.018 0.23
H -1.79973 4.36420 -1.41013 -0.008 -0.008 -0.019 0.42
H 2.78904 3.12568 2.68313 0.003 -0.002 -0.005 0.23
H 2.48640 4.79410 2.43983 -0.001 0.004 -0.004 0.24
O 3.02760 0.12586 1.59410 -0.213 0.058 0.036 -0.61
C 3.43091 0.36342 0.41457 -0.049 -0.013 -0.022 0.25
O 2.63800 0.47930 -0.54571 0.050 -0.048 0.065 -0.54
H 4.51179 0.47202 0.24804 -0.003 0.001 -0.007 0.47


Entry 5:
34
Properties=species:S:1:pos:R:3:forces:R:3:mulliken_charge:R:1 method="wB97M-V/def2-TZVPD" spin_multiplicity=1 energy_ha=-636.5085 relative_energy_kcal_mol=177.0 orbital_gap_ev=7.054 max_force_ev_per_a=5.21
C -3.77898 -0.14707 0.56098 1.316 0.320 -1.108 -0.56
C -3.01189 -1.28813 0.18372 -0.988 0.193 0.600 -0.99
C -3.14810 1.10423 0.48292 -3.263 -0.504 1.311 -0.92
C -1.70964 -0.96868 -0.24362 0.326 -3.867 -0.420 1.29
C -1.30058 0.25909 -0.03412 1.032 -1.419 -0.410 0.52
C -1.81653 1.47523 0.11851 0.462 1.726 0.599 0.21
C -0.79057 -2.17834 -0.72513 -2.364 1.191 1.422 -0.96
C 0.34764 -2.27392 0.23975 2.448 -1.953 -2.205 -0.91
C 1.55453 -1.27795 0.03758 -1.712 -0.429 -0.315 -1.01
C 0.36973 1.22056 -2.14724 -3.820 -0.891 3.432 -1.03
C 2.88891 1.23558 1.59190 2.493 0.808 0.462 -1.18
C 1.52777 0.90864 -1.29236 2.764 2.399 2.308 -0.56
C 1.46533 0.76173 1.27745 1.191 4.043 0.712 -0.76
N 1.33285 0.12682 -0.00490 -3.140 2.409 -0.991 0.62
O -1.39264 2.60894 0.15391 0.621 2.032 -0.258 -0.72
H -4.85549 -0.16954 0.73843 0.431 -0.179 0.315 0.37
H -3.36291 -2.35804 0.31447 0.476 1.521 -0.585 0.25
H -3.71550 2.00789 0.82186 0.586 -0.780 -0.428 0.33
H -1.55534 -2.99439 -0.67915 1.197 0.233 -0.007 0.36
H -0.47829 -2.06599 -1.72558 0.312 0.261 -1.330 0.39
H -0.06855 -2.14900 1.15651 -0.933 0.221 3.089 0.56
H 0.77807 -3.35760 0.19110 -0.441 1.885 0.137 0.36
H 2.20320 -1.38076 0.86443 1.203 -1.065 0.624 0.50
H 1.95861 -1.51325 -0.90601 1.137 -0.741 -1.008 0.52
H -0.27556 2.11237 -1.72124 1.207 -1.945 -0.414 0.15
H 0.58893 1.52487 -3.08719 1.026 0.502 -3.080 0.60
H -0.23839 0.26722 -2.12099 0.136 1.190 -0.798 0.12
H 3.28489 2.15414 1.08716 -0.538 -1.068 -0.806 0.30
H 3.01983 1.72648 2.60872 -0.623 -1.442 -0.483 0.41
H 3.63900 0.37799 1.46948 -0.783 1.315 0.263 0.22
H 1.96892 1.99669 -1.10831 -0.461 -2.316 0.558 0.19
H 2.36277 0.40874 -1.76609 -0.043 -0.318 -0.687 0.57
H 0.88432 1.71157 1.56658 -0.162 -1.573 -1.362 0.26
H 1.32362 0.13389 2.09648 -1.094 -1.759 0.865 0.49


Entry 6:
45
Properties=species:S:1:pos:R:3:forces:R:3:mulliken_charge:R:1 method="wB97M-V/def2-TZVPD" spin_multiplicity=2 energy_ha=-5235.9230 s_squared=0.76 relative_energy_kcal_mol=28.7 charge=+2 orbital_gap_ev="7.940 / 7.566" max_force_ev_per_a=0.58
Ru 0.74235 -0.57467 2.23067 -0.551 0.079 -0.148 0.51
C -3.55187 2.99330 1.35079 -0.005 -0.003 0.018 -1.03
N -3.02857 1.65687 1.63827 0.027 0.002 0.007 0.07
C -4.02449 0.60185 1.83986 -0.002 0.004 -0.013 -0.99
C -1.74332 1.37966 1.68043 0.003 0.015 0.030 0.65
O -1.31858 0.22175 1.91224 0.112 -0.061 -0.076 -0.34
C -0.72870 2.47889 1.41055 -0.027 -0.121 -0.166 -0.90
O 0.51377 1.83241 1.53408 0.160 0.258 0.332 -0.31
C 1.64240 2.45126 0.96344 -0.050 -0.118 -0.196 -0.75
C 2.60557 1.30413 0.71353 -0.026 0.039 -0.008 0.90
O 2.18522 0.12703 0.87679 -0.009 -0.103 -0.037 -0.43
N 3.81780 1.55890 0.28678 -0.021 -0.002 -0.019 0.13
C 4.76614 0.47467 0.00382 -0.004 0.009 -0.002 -1.00
C 4.26644 2.93071 0.02370 0.026 -0.003 0.010 -0.98
H -4.44677 3.14798 1.94904 0.000 0.001 0.004 0.41
H -2.83844 3.76754 1.61736 0.003 0.000 -0.015 0.39
H -3.81402 3.08287 0.29638 -0.006 -0.003 0.001 0.34
H -4.40106 0.63368 2.86229 -0.004 0.004 -0.002 0.33
H -4.84983 0.76966 1.15154 0.000 -0.003 -0.004 0.41
H -3.57983 -0.36810 1.64505 0.000 0.001 0.006 0.29
H -0.87077 2.85491 0.39079 0.017 0.041 0.028 0.54
H -0.82027 3.31503 2.10831 -0.021 -0.046 0.047 0.36
H 1.39492 2.90919 -0.00198 -0.008 0.031 0.034 0.49
H 2.05543 3.22390 1.61545 0.042 -0.048 0.033 0.32
H 4.26484 -0.48216 0.09140 0.004 0.000 0.010 0.29
H 5.15272 0.60105 -1.00549 -0.003 -0.010 -0.006 0.39
H 5.59000 0.52303 0.71450 0.004 0.012 -0.008 0.36
H 3.75204 3.35420 -0.83901 -0.003 0.001 0.003 0.34
H 4.12245 3.56677 0.89546 -0.006 0.004 -0.005 0.37
H 5.32938 2.90083 -0.19408 0.000 -0.002 0.003 0.39
Br -2.92314 -3.87421 5.48702 0.011 0.013 -0.001 -0.10
C -1.73725 -2.43670 5.31328 -0.019 -0.025 -0.010 -0.52
C -1.41765 -1.62718 6.39128 0.004 0.007 0.002 0.00
C -0.53268 -0.57745 6.19234 -0.007 -0.005 0.001 -0.86
C -0.00469 -0.38077 4.93522 -0.039 -0.029 0.035 -0.16
N -0.31900 -1.17031 3.89691 0.202 0.091 0.140 0.30
C -1.16532 -2.18412 4.07752 -0.016 -0.014 -0.067 -0.06
H -1.84839 -1.81669 7.36515 0.002 0.002 0.001 0.49
H -0.24831 0.07551 7.00470 -0.003 -0.002 0.002 0.45
H 0.70164 0.42301 4.74900 0.002 -0.011 0.001 0.49
H -1.39562 -2.80580 3.22682 0.004 0.002 0.001 0.38
Cl -1.41994 -3.18303 0.61040 0.066 0.063 0.015 -0.17
Si 0.24897 -2.08820 0.72161 0.272 -0.048 0.090 0.63
Cl 2.35579 -1.99415 2.91462 -0.100 0.009 -0.094 -0.30
Cl 1.42743 -2.49277 -0.82384 -0.033 -0.033 0.020 -0.12